The following is a DFT calculation (the ωB97M-V functional and the def2-TZVPD basis) of C4H8N2O in the gas phase in a non-equilibrium geometry.

Values from the calculation:
Kohn-Sham gap (eV): 11.321
E (eV): -9304.9344
ΔE to the lowest compared entry with this formula, charge and spin (kJ/mol): 140.7

Atoms and positions in Å:
C1 0.927 1.484 -0.361
C2 0.525 0.139 0.246
O1 0.211 0.329 1.595
C3 -0.694 -0.494 -0.532
N1 -1.734 -0.896 0.406
C4 1.671 -0.810 0.134
N2 2.542 -1.560 -0.003
H1 1.806 1.882 0.153
H2 0.095 2.180 -0.211
H3 1.146 1.402 -1.431
H4 -0.698 -0.030 1.689
H5 -0.338 -1.327 -1.148
H6 -1.098 0.264 -1.210
H7 -1.701 -1.887 0.615
H8 -2.660 -0.678 0.057

Atoms 1-6, force components in eV/Å:
C 0.025 0.058 -0.047
C 0.109 0.033 -0.247
O -0.198 -0.040 0.074
C 0.036 0.065 -0.116
N -0.153 -0.190 -0.093
C 0.746 -0.647 -0.083